Entry 1:
This record from the Open Molecules 2025 dataset describes a molecular structure, C36H52BrFeN3OP2 in a non-equilibrium geometry. The level of theory is wB97M-V/def2-TZVPD.

## Properties
molar mass	740.5	g/mol
maximum force	2.83	eV/Å
multiplicity	5
⟨S²⟩	6.022
electronic energy	-6162.40846	hartree
charge	+2
orbital gap (spin up / spin down)	6.68 / 6.29	eV

Structure (XYZ):
```
96
C36H52BrFeN3OP2, DFT wB97M-V/def2-TZVPD
N -5.055 -0.581 2.278
C -4.109 0.167 2.844
C -3.103 0.799 2.109
C -3.080 0.637 0.701
C -4.144 -0.083 0.113
C -5.078 -0.704 0.953
C -2.052 1.266 -0.112
Fe -0.276 0.031 -1.026
P 1.799 0.723 -1.956
C -2.053 1.174 -1.544
C -1.564 2.258 -2.400
C -1.842 2.205 -3.782
C -1.331 3.177 -4.635
C -0.531 4.190 -4.102
C -0.319 4.312 -2.723
C -0.857 3.354 -1.863
Br 0.361 5.404 -5.282
H -1.469 2.043 0.394
H -2.722 0.462 -2.039
H -2.382 1.432 2.624
H -4.303 -0.129 -0.966
H -4.149 0.286 3.930
H -5.887 -1.299 0.518
H -2.470 1.407 -4.175
H -0.747 3.479 -0.787
H -1.531 3.144 -5.701
H 0.255 5.147 -2.338
P -0.635 -2.297 -1.143
C 2.493 2.266 -1.236
C 3.273 3.206 -2.153
H 3.117 1.972 -0.377
H 1.632 2.817 -0.826
H 3.634 4.067 -1.570
H 4.156 2.727 -2.595
H 2.657 3.615 -2.964
C 1.449 1.108 -3.726
C 2.602 1.025 -4.718
H 0.987 2.106 -3.743
H 0.658 0.409 -4.040
H 2.226 1.265 -5.722
H 3.402 1.739 -4.492
H 3.037 0.020 -4.772
C 3.138 -0.536 -1.924
C 4.577 -0.058 -2.123
H 2.878 -1.292 -2.683
H 3.058 -1.040 -0.949
H 5.256 -0.924 -2.090
H 4.728 0.434 -3.092
H 4.897 0.635 -1.335
C 0.350 -3.617 -0.319
C 1.863 -3.532 -0.479
H -0.031 -4.576 -0.713
H 0.090 -3.585 0.749
H 2.329 -4.412 -0.015
H 2.166 -3.499 -1.533
H 2.261 -2.644 0.027
C -0.449 -2.698 -2.938
C -1.333 -1.855 -3.849
H -0.661 -3.774 -3.037
H 0.615 -2.553 -3.176
H -1.137 -2.111 -4.897
H -2.399 -2.015 -3.646
H -1.134 -0.779 -3.734
C -2.325 -2.937 -0.773
C -2.622 -3.134 0.714
H -2.427 -3.888 -1.323
H -3.041 -2.228 -1.214
H -3.690 -3.350 0.856
H -2.051 -3.968 1.143
H -2.388 -2.231 1.296
C 1.597 0.536 5.875
N 1.497 0.599 4.426
N 0.516 -0.025 3.736
C 0.797 0.044 2.374
O 0.060 -0.481 1.497
C 2.020 0.791 2.293
C 2.444 1.046 3.569
C 3.704 1.643 4.059
C -0.589 -0.708 4.321
C -1.296 -0.180 5.409
C -2.381 -0.901 5.920
C -2.821 -2.082 5.293
C -2.148 -2.551 4.156
C -1.014 -1.887 3.698
H 0.879 1.209 6.361
H 2.602 0.860 6.164
H 1.439 -0.481 6.253
H 2.516 1.073 1.378
H 3.534 2.544 4.666
H 4.291 0.929 4.658
H 4.317 1.931 3.197
H -1.009 0.779 5.844
H -2.894 -0.539 6.812
H -3.673 -2.638 5.691
H -2.496 -3.441 3.630
H -0.460 -2.251 2.825
```

***

Entry 2:
This record from the Open Molecules 2025 dataset describes a molecular structure, C36H52BrN3OP2Pd in a non-equilibrium geometry. The level of theory is wB97M-V/def2-TZVPD.

## Properties
molar mass	791.1	g/mol
maximum force	2.97	eV/Å
multiplicity	3
⟨S²⟩	2.036
relative energy (zero: lowest compared OMol25 entry of this formula, charge and spin)	212.9	kJ/mol
electronic energy	-5026.38201	hartree
charge	+2
orbital gap (spin up / spin down)	6.34 / 3.37	eV

Structure (XYZ):
```
96
C36H52BrN3OP2Pd, DFT wB97M-V/def2-TZVPD
N 6.155 -6.208 -6.251
C 6.315 -6.317 -4.914
C 5.418 -5.722 -3.976
C 4.344 -4.884 -4.429
C 4.199 -4.789 -5.823
C 5.096 -5.486 -6.685
C 3.482 -4.096 -3.581
Pd -1.637 -0.310 -0.929
P -4.750 -0.096 0.430
C 2.447 -3.328 -3.998
C 1.562 -2.717 -3.060
C 0.152 -2.803 -3.331
C -0.814 -2.566 -2.318
C -0.312 -2.036 -1.086
C 1.116 -1.821 -0.832
C 2.019 -2.217 -1.830
Br -0.794 -3.154 0.447
H 3.696 -4.200 -2.549
H 2.197 -3.303 -5.040
H 5.626 -5.899 -2.924
H 3.463 -4.112 -6.262
H 7.207 -6.909 -4.608
H 4.939 -5.444 -7.779
H -0.172 -3.119 -4.327
H 3.094 -2.157 -1.664
H -1.883 -2.611 -2.385
H 1.358 -1.252 0.067
P -0.538 1.449 -1.821
C -4.085 -1.704 0.971
C -5.293 -2.625 1.291
H -3.395 -1.601 1.838
H -3.490 -2.136 0.140
H -4.964 -3.517 1.848
H -6.045 -2.075 1.885
H -5.765 -2.977 0.358
C -4.891 -0.215 -1.398
C -6.292 0.345 -1.817
H -4.815 -1.287 -1.668
H -4.050 0.318 -1.908
H -6.485 0.166 -2.885
H -7.089 -0.141 -1.221
H -6.357 1.435 -1.657
C -3.657 1.218 1.032
C -4.435 1.854 2.250
H -3.372 1.958 0.252
H -2.719 0.733 1.376
H -4.045 2.842 2.546
H -5.517 1.952 2.046
H -4.344 1.205 3.133
C -0.230 2.887 -0.727
C 0.445 4.137 -1.299
H 0.350 2.512 0.143
H -1.237 3.162 -0.343
H 1.526 4.137 -1.143
H 0.278 4.272 -2.365
H 0.054 5.033 -0.805
C -1.781 1.966 -3.123
C -1.580 1.243 -4.470
H -1.589 3.077 -3.278
H -2.848 1.828 -2.735
H -0.812 1.795 -5.063
H -1.255 0.179 -4.423
H -2.524 1.263 -5.052
C 0.973 1.268 -2.825
C 2.345 1.454 -2.183
H 0.818 2.059 -3.581
H 0.953 0.292 -3.335
H 3.063 0.711 -2.556
H 2.749 2.441 -2.436
H 2.347 1.347 -1.095
C 2.009 1.016 5.470
N 1.856 0.415 4.154
N 2.077 1.075 3.005
C 1.902 0.208 1.921
O 1.865 0.622 0.741
C 1.781 -1.087 2.549
C 1.698 -0.901 3.895
C 1.491 -1.889 4.973
C 2.139 2.476 2.937
C 3.194 3.044 2.191
C 3.444 4.429 2.324
C 2.591 5.213 3.133
C 1.493 4.642 3.794
C 1.265 3.274 3.677
H 2.830 0.514 6.005
H 1.076 0.877 6.037
H 2.232 2.077 5.406
H 1.608 -2.001 1.991
H 2.423 -2.093 5.530
H 0.732 -1.562 5.706
H 1.142 -2.837 4.529
H 3.793 2.406 1.541
H 4.300 4.871 1.800
H 2.796 6.285 3.255
H 0.825 5.263 4.409
H 0.411 2.803 4.154
```